168
Properties=species:S:1:pos:R:3:mulliken_charge:R:1 method="wB97M-V/def2-TZVPD" gap_ev=11.08 energy_ha=-4810.92053
C -3.4967 -9.4381 6.5559 0.063
O -2.5791 -9.1544 5.5035 0.086
C -2.3432 -10.0903 4.6063 -0.555
O -2.6123 -11.2559 4.7000 -0.623
O -1.7497 -9.4933 3.5750 1.296
C -1.4098 -10.2526 2.4261 0.383
H -3.4358 -8.6554 7.3054 -0.403
H -3.2843 -10.3782 7.0664 0.392
H -4.4979 -9.4747 6.1323 0.003
H -0.5921 -10.9459 2.6227 -0.514
H -1.1101 -9.6116 1.6003 -0.008
H -2.2646 -10.8557 2.1127 -0.310
C 0.5592 -13.6015 3.8365 -0.342
O 1.9443 -13.5850 3.4986 -0.183
C 2.4109 -14.6896 2.9336 0.819
O 1.7658 -15.6359 2.5799 -0.592
O 3.7225 -14.5602 2.8174 -0.338
C 4.3514 -15.5435 2.0108 -0.662
H 0.3100 -12.6641 4.3284 -0.119
H 0.2677 -14.4256 4.4874 0.489
H -0.0582 -13.6529 2.9376 0.106
H 5.4125 -15.3063 1.9893 0.249
H 3.9746 -15.4984 0.9891 0.269
H 4.2381 -16.5422 2.4298 0.300
C -1.6900 -7.4571 -1.2498 -0.081
O -0.3287 -7.3998 -1.6996 -0.449
C 0.5286 -8.1808 -1.0693 0.447
O 0.3071 -8.8958 -0.1227 0.396
O 1.7067 -8.0439 -1.6759 -0.468
C 2.7976 -8.7404 -1.0835 -0.031
H -2.3062 -7.8209 -2.0684 0.399
H -1.9724 -6.4468 -0.9668 0.301
H -1.7878 -8.1345 -0.4064 -0.366
H 2.5558 -9.7542 -0.7849 -0.185
H 3.1406 -8.1727 -0.2129 0.059
H 3.6207 -8.7507 -1.7920 0.334
C -3.3840 -13.7631 -4.7369 -0.693
O -3.2612 -13.6726 -3.3189 -0.328
C -2.7170 -12.5446 -2.8964 0.787
O -2.3381 -11.6471 -3.5934 -0.599
O -2.6317 -12.5824 -1.5700 -0.193
C -2.3238 -11.3601 -0.9264 -0.210
H -4.1016 -13.0170 -5.0727 0.311
H -3.7510 -14.7516 -4.9901 0.224
H -2.4099 -13.6120 -5.1973 0.303
H -2.6883 -11.3966 0.0890 -0.158
H -2.7096 -10.4917 -1.4646 0.482
H -1.2403 -11.2129 -0.9443 0.014
C -3.3965 -13.6601 7.7648 -0.339
O -4.5677 -13.8329 8.5420 -0.413
C -5.2960 -12.7490 8.7111 0.284
O -5.0451 -11.6699 8.2445 0.267
O -6.3830 -13.0737 9.4178 -0.437
C -7.2312 -11.9883 9.7686 -0.372
H -2.7925 -12.8292 8.1441 0.148
H -3.6139 -13.4251 6.7213 0.082
H -2.8189 -14.5736 7.8470 0.296
H -6.8352 -11.4831 10.6487 0.285
H -8.2485 -12.3456 9.9148 0.360
H -7.3765 -11.2426 8.9858 -0.110
C -5.9699 -15.8110 1.5873 -0.795
O -5.6732 -14.4980 2.0985 -0.241
C -5.3825 -13.5408 1.2016 0.664
O -5.3023 -13.6770 0.0198 -0.610
O -5.1794 -12.3698 1.7779 -0.201
C -5.2546 -12.1613 3.1866 0.193
H -5.7437 -15.8632 0.5253 0.314
H -7.0244 -15.9922 1.7731 0.255
H -5.3328 -16.5201 2.1080 0.280
H -5.0580 -13.0666 3.7493 0.473
H -6.2124 -11.7210 3.4601 0.127
H -4.4947 -11.4306 3.4602 -0.496
C -2.8552 -3.0896 10.6207 -0.717
O -2.4753 -4.3844 10.1765 -0.265
C -2.1008 -4.4855 8.9036 0.649
O -2.1158 -3.6062 8.0869 -0.582
O -1.7138 -5.7328 8.6941 0.015
C -1.3167 -6.0800 7.3820 -0.592
H -2.0429 -2.3673 10.5500 0.299
H -3.1401 -3.2200 11.6602 0.216
H -3.7047 -2.7152 10.0498 0.301
H -1.5027 -7.1377 7.2594 -0.234
H -0.2447 -5.9176 7.2501 0.377
H -1.8193 -5.5405 6.5822 0.411
C 1.6118 -10.5690 8.4546 -0.376
O 0.3394 -10.5099 9.0662 -0.398
C -0.2056 -9.3152 9.2745 1.137
O 0.2701 -8.2521 8.9840 -0.621
O -1.3309 -9.5120 9.9459 -0.420
C -1.9944 -8.3342 10.3710 -0.046
H 2.0990 -11.4441 8.8705 0.313
H 2.2279 -9.7021 8.7070 0.337
H 1.5643 -10.6007 7.3649 -0.120
H -1.2994 -7.5837 10.7435 0.438
H -2.7322 -8.5801 11.1267 -0.090
H -2.5223 -7.8772 9.5320 -0.088
C 0.1215 -3.9022 4.2077 -0.766
O -0.6402 -4.8835 3.5020 0.122
C -1.8278 -4.4741 3.0449 0.503
O -2.3128 -3.3907 3.1792 -0.605
O -2.4648 -5.4455 2.3954 -0.451
C -1.8372 -6.6876 2.1370 0.162
H 1.1079 -4.3357 4.3213 0.209
H -0.3243 -3.6766 5.1751 0.206
H 0.1941 -2.9655 3.6545 0.346
H -1.6985 -7.2487 3.0572 0.018
H -0.8582 -6.5426 1.6757 0.107
H -2.5072 -7.2236 1.4718 0.075
C -5.3382 -4.6946 5.3254 -0.591
O -5.3730 -5.4831 4.1450 -0.361
C -5.5579 -6.7773 4.2771 0.675
O -5.6364 -7.3740 5.3238 -0.361
O -5.6712 -7.2994 3.0672 -0.431
C -5.5184 -8.7042 2.9278 0.381
H -4.8416 -5.2329 6.1403 0.155
H -6.3279 -4.4093 5.6758 0.346
H -4.6881 -3.8465 5.1278 0.250
H -4.4680 -8.9822 3.0458 -0.091
H -5.8909 -8.9789 1.9492 0.322
H -6.0763 -9.2176 3.7107 -0.115
C 0.6571 -13.9941 -1.2668 -0.316
O 1.7312 -13.2325 -0.7111 -0.446
C 1.3948 -12.4264 0.2902 0.830
O 0.3048 -12.3742 0.8122 -0.185
O 2.4767 -11.7442 0.6345 -0.519
C 2.3562 -10.7946 1.6792 -0.683
H 0.3802 -14.7846 -0.5651 0.274
H 1.0015 -14.4172 -2.2001 0.331
H -0.2272 -13.3714 -1.3925 -0.138
H 1.3260 -10.5381 1.9100 0.233
H 2.8933 -9.8960 1.4068 0.254
H 2.7398 -11.1776 2.6286 0.411
C -6.3827 -8.3087 9.2891 0.015
O -6.1474 -7.5734 10.4731 -0.382
C -5.6338 -8.2438 11.5003 0.837
O -5.5285 -9.4390 11.5523 -0.549
O -5.2487 -7.3755 12.4235 -0.347
C -4.5984 -7.9354 13.5487 -0.633
H -6.6462 -9.3483 9.4574 -0.042
H -5.5064 -8.2452 8.6404 0.018
H -7.1991 -7.8609 8.7243 0.277
H -4.4110 -7.1283 14.2483 0.224
H -3.6688 -8.4292 13.2678 0.264
H -5.2223 -8.6775 14.0509 0.311
C -7.3205 -10.3991 6.2803 0.353
O -8.2066 -11.4858 6.6221 -0.480
C -7.8055 -12.6874 6.2306 0.791
O -6.7315 -12.9804 5.7768 -0.350
O -8.8181 -13.5309 6.4087 -0.410
C -8.5266 -14.8882 6.1284 -0.643
H -7.8656 -9.4947 6.5282 0.117
H -7.1028 -10.4116 5.2176 0.082
H -6.4315 -10.5083 6.8996 -0.373
H -9.3625 -15.4596 6.5199 0.264
H -7.5852 -15.2107 6.5774 0.263
H -8.4249 -15.1047 5.0605 0.263
C 2.3093 -6.0015 2.0126 -0.838
O 2.1622 -7.3581 2.4001 -0.217
C 1.7381 -7.5589 3.6457 0.775
O 1.5448 -6.6948 4.4460 -0.634
O 1.6349 -8.8666 3.8115 -0.074
C 1.3345 -9.4553 5.0825 -1.151
H 2.8788 -5.4609 2.7671 0.382
H 1.3369 -5.5318 1.8613 0.189
H 2.8462 -5.9860 1.0683 0.320
H 1.4254 -10.5312 4.9781 0.224
H 0.3060 -9.1822 5.3318 0.406
H 1.9774 -9.0611 5.8670 0.533